No. 1
Below is C24H56 as an isolated structure at a distorted geometry, with properties calculated with wB97M-V/def2-TZVPD.

Geometry as ORCA input:
```
! RIJCOSX wB97M-V def2-TZVPD def2/J DEFGRID3
* xyz 0 1
C 0.35175 0.24549 0.14084
C 1.48475 -0.79651 -0.42816
C 2.62875 0.12449 -0.81216
C 3.84175 -0.72351 -1.19316
C 4.92375 0.10249 -1.91416
C 5.84575 -0.76751 -2.83516
H 0.61575 0.89949 1.12684
H -0.67725 -0.30151 0.36384
H 0.07475 1.06649 -0.51916
H 1.26175 -1.39951 -1.14516
H 1.84975 -1.34851 0.40784
H 2.97375 0.59049 0.12984
H 2.24275 0.84749 -1.60016
H 3.36875 -1.36951 -1.94716
H 4.22175 -1.52651 -0.47716
H 5.67775 0.51949 -1.39816
H 4.40975 0.83349 -2.38516
H 5.25275 -1.46051 -3.48116
H 6.49875 -1.55551 -2.39716
H 6.46975 -0.29551 -3.58716
C 2.65375 2.83149 -2.34316
C 2.85475 1.32549 -2.47016
C 1.61275 0.55949 -2.36516
C 1.89475 -0.85151 -2.54616
C 0.46275 -1.60951 -2.60416
C 0.63775 -3.13351 -2.68316
H 2.54775 3.09949 -1.24516
H 1.88675 3.25849 -3.00816
H 3.72575 3.30149 -2.49216
H 3.55275 1.20549 -1.69116
H 3.40675 0.98649 -3.40416
H 0.80175 1.00349 -2.98816
H 1.29075 0.73949 -1.32616
H 2.67975 -1.43351 -1.99416
H 2.37275 -0.95151 -3.62316
H -0.20825 -1.37451 -3.48916
H -0.12425 -1.37951 -1.74216
H 1.21775 -3.22051 -1.80516
H 1.20275 -3.34251 -3.50616
H -0.34725 -3.68651 -2.67516
C -2.54925 -3.55251 2.48684
C -2.46225 -2.81651 1.23084
C -3.56825 -1.87551 0.95584
C -3.45125 -1.06151 -0.40016
C -4.50725 0.11549 -0.45316
C -4.27525 1.05649 -1.63616
H -2.69925 -2.85251 3.35984
H -1.59825 -4.06451 2.76084
H -3.55625 -4.25351 2.46884
H -2.42625 -3.51251 0.28984
H -1.39525 -2.32051 1.45184
H -3.53725 -1.21551 1.78984
H -4.53625 -2.46751 1.05384
H -3.80525 -1.54251 -1.38416
H -2.35925 -0.93751 -0.43116
H -4.35025 0.77049 0.47384
H -5.64925 -0.06151 -0.30016
H -4.75125 1.89449 -1.21016
H -4.63725 0.68549 -2.56116
H -3.26425 1.37149 -1.82416
C -1.66125 3.49249 0.80084
C -2.22625 3.12049 2.15484
C -1.55425 1.92549 2.80884
C -1.84325 1.72249 4.37884
C -1.39525 0.33449 4.77384
C 0.09275 0.05349 4.95684
H -0.57425 3.91149 0.78184
H -2.19125 4.35749 0.25084
H -1.82925 2.56949 0.19084
H -3.29625 3.14649 2.21984
H -1.89325 3.84849 2.99884
H -0.47225 1.92349 2.58784
H -1.86625 1.08049 2.25984
H -2.88125 1.82449 4.58984
H -1.53625 2.55849 5.09684
H -1.90725 -0.42851 4.22484
H -2.01525 0.06649 5.70784
H 0.33175 0.65949 5.75084
H 0.49575 0.39349 4.07184
H 0.16275 -0.93251 5.22584
*
```

Its LUMO energy is 0.84 eV. Its HOMO energy is -6.2267 eV. The calculation puts the gap between HOMO and LUMO at 7.07 eV.

No. 2
Below is C24H56F6N3NiO6P as an isolated structure at a distorted geometry, with properties calculated with wB97M-V/def2-TZVPD.

Geometry as ORCA input:
```
! RIJCOSX wB97M-V def2-TZVPD def2/J DEFGRID3
* xyz 0 3
Ni 5.87901 8.03121 16.56180
C 5.47575 7.28087 20.94184
C 5.90436 5.82046 20.45406
C 5.07078 4.87412 21.35099
C 5.17696 3.38785 20.99709
C 4.73673 3.24514 19.53776
C 5.40423 4.19291 18.53417
N 5.53266 5.58011 19.05624
O 6.07826 6.44441 18.10701
C 4.49097 4.14612 17.26476
C 6.78542 3.52075 18.14069
C 7.35589 5.64959 20.88757
H 4.51487 7.46643 20.46188
H 6.20108 8.02551 20.61395
H 5.43450 7.41644 22.02260
H 4.01868 5.13113 21.22799
H 5.22727 5.09437 22.40698
H 4.51944 2.86190 21.68929
H 6.18411 3.01187 21.17706
H 3.65580 3.38512 19.52895
H 4.87689 2.22251 19.18748
H 3.51529 4.58031 17.48305
H 4.44387 3.14914 16.82668
H 4.80636 4.79420 16.44707
H 7.37204 4.23024 17.55708
H 6.54185 2.70276 17.46270
H 7.32451 3.10871 18.99375
H 7.73395 4.66440 20.61451
H 7.51632 5.73786 21.96208
H 7.99469 6.32575 20.31937
P 6.83445 10.74319 14.31536
F 5.48786 11.02019 13.46373
F 7.17885 9.56399 13.31261
F 7.73599 11.63917 13.29731
F 8.12503 10.46633 15.30097
F 6.42193 11.95658 15.26401
F 6.06226 9.67846 15.24473
C 9.11128 7.50086 16.14419
O 7.74256 7.37053 15.74403
C 7.65172 6.26111 14.85043
C 6.35869 6.39035 14.06909
N 5.19875 6.90413 14.87963
C 4.20287 7.51771 14.02104
C 3.30267 6.51143 13.26388
O 2.65265 5.78622 14.26175
C 1.71565 4.93711 13.68541
H 9.24318 8.48679 16.58990
H 9.88173 7.38314 15.38219
H 9.29834 6.81718 16.97225
H 7.61336 5.33124 15.41784
H 8.41593 6.10925 14.08818
H 6.05429 5.47834 13.55560
H 6.57614 7.11507 13.28450
H 4.67612 6.06650 15.09251
H 4.60213 8.32111 13.40198
H 3.48457 8.12759 14.56894
H 3.82607 5.85277 12.57083
H 2.57385 7.01330 12.62746
H 0.80385 5.48014 13.43677
H 1.50443 4.12369 14.37957
H 2.02937 4.30944 12.85131
C 9.04135 9.05275 20.25789
O 7.95141 9.94884 20.33382
C 7.91570 10.95666 19.39104
C 7.48622 10.40546 18.00843
N 6.32715 9.47733 18.09584
C 5.08708 10.27852 18.26214
C 3.78114 9.47921 18.24051
O 3.94267 8.42018 17.34297
C 2.75552 7.58434 17.35773
H 9.06877 8.57794 19.27712
H 8.86967 8.25828 20.98416
H 10.02202 9.50525 20.40493
H 8.90364 11.40978 19.30886
H 7.28048 11.75786 19.76877
H 8.39503 9.92192 17.65018
H 7.25484 11.26610 17.38083
H 6.53869 9.07638 18.99838
H 5.05768 11.05285 17.49556
H 5.09439 10.73696 19.25101
H 2.89799 10.07449 18.00855
H 3.58214 9.09127 19.23951
H 2.85138 6.84022 16.56703
H 1.83219 8.13357 17.17356
H 2.68661 7.07900 18.32105
C -0.38317 10.58468 14.13988
C 1.00724 10.14657 14.58072
C 2.17427 10.87968 13.92807
O 1.01996 10.26932 15.97562
H -1.18878 10.04872 14.64172
H -0.55721 10.29788 13.10278
H -0.54914 11.66050 14.19600
H 1.24125 9.10180 14.37631
H 3.06260 10.57319 14.48036
H 2.00823 11.94561 14.08401
H 2.34141 10.57670 12.89445
H 1.04115 11.20469 16.19064
*
```

Its LUMO energy (alpha / beta) is 0.46 / 0.45 eV. Its HOMO energy (alpha / beta) is -6.1660 / -5.9932 eV. The calculation puts the gap between HOMO and LUMO (alpha / beta) at 6.62 / 6.44 eV.

No. 3
Below is a 8-piece molecular cluster, C24H56N8O8 overall at a distorted geometry, with properties calculated with wB97M-V/def2-TZVPD.

Geometry as ORCA input:
```
! RIJCOSX wB97M-V def2-TZVPD def2/J DEFGRID3
* xyz 0 1
C 7.71581 -8.16685 -15.96973
N 7.72823 -9.01312 -17.21728
C 7.62515 -10.45323 -16.97264
C 7.95380 -8.50147 -18.44404
O 8.16562 -7.33807 -18.73807
H 8.49955 -8.42625 -15.25800
H 6.79885 -8.51468 -15.49402
H 7.71064 -7.11869 -16.26879
H 8.49003 -10.74398 -16.37637
H 6.77021 -10.59163 -16.31080
H 7.57870 -11.13106 -17.82499
H 7.88997 -9.33574 -19.15966
C -0.25849 -5.17193 -17.13161
N -0.08595 -6.24839 -16.16236
C -0.90380 -7.43350 -16.34394
C 0.91222 -6.10287 -15.25806
O 1.20652 -6.93037 -14.38920
H -1.31278 -4.90150 -17.19028
H 0.08215 -5.52669 -18.10434
H 0.34262 -4.29764 -16.88185
H -1.90115 -7.18516 -15.98100
H -0.97314 -7.64621 -17.41074
H -0.57321 -8.28710 -15.75219
H 1.50022 -5.17640 -15.34821
C 10.91422 1.40203 -20.68394
N 11.28925 0.44926 -21.71920
C 11.54690 -0.95631 -21.26028
C 11.44632 0.86851 -22.97798
O 11.78521 0.23048 -23.95601
H 10.16654 1.00523 -19.99719
H 10.46748 2.35914 -20.95314
H 11.78732 1.74381 -20.12807
H 10.73727 -1.36647 -20.65664
H 11.63803 -1.66999 -22.07909
H 12.40454 -0.93199 -20.58799
H 11.17734 1.93300 -23.05985
C 4.10110 -15.87610 -13.02891
N 2.80742 -16.57225 -12.98752
C 2.38522 -17.19742 -11.77552
C 2.25687 -16.76460 -14.19233
O 1.20939 -17.39474 -14.23629
H 4.81557 -16.69808 -12.98438
H 4.33967 -15.17273 -12.23112
H 4.23755 -15.27905 -13.93058
H 2.70563 -18.23858 -11.73791
H 2.81315 -16.79574 -10.85702
H 1.30210 -17.12719 -11.67546
H 2.69212 -16.23550 -15.05420
C 10.56344 -7.33359 -24.98901
N 12.02429 -7.27687 -24.93694
C 12.58220 -6.27365 -25.79567
C 12.75480 -8.12021 -24.15162
O 13.96057 -8.02560 -24.00480
H 10.12081 -7.00496 -25.92932
H 9.97739 -6.69567 -24.32743
H 10.26417 -8.34154 -24.70165
H 13.65946 -6.18360 -25.65602
H 12.30919 -6.54421 -26.81565
H 12.13105 -5.29540 -25.62958
H 12.22154 -8.85492 -23.52870
C 10.75133 -9.00448 -9.67913
N 9.74930 -10.05372 -10.00417
C 8.35036 -9.59408 -10.04224
C 10.21467 -11.19058 -10.55941
O 9.48355 -11.95765 -11.20028
H 10.69010 -8.11664 -10.30848
H 11.73250 -9.41153 -9.92349
H 10.59526 -8.57364 -8.69013
H 7.67336 -10.36496 -10.41035
H 8.05036 -9.33574 -9.02668
H 8.14761 -8.73270 -10.67865
H 11.27700 -11.32676 -10.30424
C 10.52444 -20.06562 -16.29838
N 9.49151 -19.12360 -16.51606
C 9.63943 -17.83338 -15.81210
C 8.38800 -19.49020 -17.22016
O 7.44331 -18.72819 -17.49196
H 10.46879 -20.35860 -15.24997
H 11.40800 -19.43792 -16.41420
H 10.63629 -20.92628 -16.95782
H 10.52349 -17.27379 -16.11769
H 8.77803 -17.18449 -15.97036
H 9.79649 -18.05362 -14.75620
H 8.44619 -20.56641 -17.44508
C 2.10701 -1.40304 -23.11452
N 3.47085 -1.85355 -23.46282
C 3.80439 -2.94920 -22.59927
C 4.24715 -1.43206 -24.47142
O 3.93064 -0.56099 -25.27509
H 1.45740 -2.25740 -22.92434
H 1.59222 -0.75522 -23.82405
H 2.15780 -0.86355 -22.16875
H 2.99462 -3.67800 -22.56444
H 4.69603 -3.40903 -23.02544
H 3.94067 -2.72357 -21.54162
H 5.21973 -1.94137 -24.55440
*
```

Its LUMO energy is 0.21 eV. Its HOMO energy is -9.0679 eV. The calculation puts the gap between HOMO and LUMO at 9.27 eV. As for the SMILES: CN(C)C=O.CN(C)C=O.CN(C)C=O.CN(C)C=O.CN(C)C=O.CN(C)C=O.CN(C)C=O.CN(C)C=O.

No. 4
Below is a 8-piece molecular cluster, C24H56N8O8 overall at a distorted geometry, with properties calculated with wB97M-V/def2-TZVPD.

Geometry as ORCA input:
```
! RIJCOSX wB97M-V def2-TZVPD def2/J DEFGRID3
* xyz 0 1
C 5.43589 -25.75255 20.82240
N 6.08343 -25.12430 19.68198
C 5.32509 -24.95468 18.42728
C 7.38436 -24.69794 19.72718
O 8.11539 -24.81165 20.76212
H 6.02227 -25.91487 21.72678
H 5.14134 -26.75933 20.52619
H 4.51697 -25.23183 21.09174
H 4.35548 -24.47064 18.54420
H 5.79454 -24.45701 17.57873
H 4.98757 -25.91319 18.03302
H 7.62200 -24.14553 18.80491
C 0.83375 -29.77070 15.51328
N -0.44992 -29.20921 15.00068
C -1.74923 -29.50412 15.72852
C -0.50613 -28.60309 13.77606
O 0.46054 -28.36827 13.01382
H 0.58166 -30.49682 16.28614
H 1.53743 -28.99875 15.82478
H 1.23226 -30.50125 14.80929
H -2.65452 -29.18126 15.21440
H -1.85915 -30.58642 15.79679
H -1.73511 -28.95116 16.66774
H -1.55178 -28.33728 13.55659
C 9.73608 -20.53628 13.36199
N 9.82274 -21.79547 12.59606
C 9.98613 -21.59674 11.15142
C 9.94843 -22.95821 13.26009
O 9.99830 -23.04677 14.49864
H 9.06341 -20.64825 14.21232
H 9.37743 -19.62770 12.87830
H 10.72606 -20.31061 13.75835
H 10.99459 -21.19695 11.04525
H 9.80073 -22.45181 10.50137
H 9.26463 -20.86185 10.79439
H 10.19803 -23.82227 12.62504
C -0.94850 -14.71002 8.80774
N 0.47778 -14.54523 8.94567
C 1.01706 -13.22293 8.54521
C 1.16853 -15.47960 9.66231
O 2.35347 -15.37236 9.96553
H -1.51390 -14.05101 9.46662
H -1.41464 -15.69525 8.79599
H -1.11928 -14.26497 7.82750
H 0.51314 -12.43265 9.10166
H 2.09960 -13.09827 8.57093
H 0.67196 -13.19457 7.51167
H 0.46112 -16.20651 10.09054
C 8.96966 -13.74578 14.35229
N 8.55700 -14.93073 15.00518
C 9.42580 -15.30462 16.07815
C 7.41282 -15.59216 14.67905
O 7.04135 -16.60312 15.32412
H 9.95645 -13.71066 13.89064
H 9.05201 -12.99470 15.13791
H 8.23989 -13.36385 13.63839
H 9.33665 -14.50791 16.81666
H 9.20900 -16.11498 16.77414
H 10.44854 -15.40758 15.71552
H 6.95663 -15.06124 13.82922
C -5.90338 -25.04437 17.99065
N -4.67790 -25.51406 18.56510
C -4.89283 -26.59953 19.54394
C -3.45717 -25.05955 18.30408
O -2.43390 -25.37502 18.92377
H -5.91802 -23.98187 17.74779
H -6.72736 -25.50087 18.53908
H -6.02386 -25.49334 17.00474
H -5.56781 -27.29894 19.05066
H -4.06763 -27.18577 19.94824
H -5.53173 -26.27754 20.36626
H -3.49554 -24.33059 17.47986
C 3.88566 -22.72641 12.95956
N 2.59529 -22.18214 13.43242
C 2.43630 -20.72080 13.31199
C 1.57733 -22.99387 13.75290
O 0.33661 -22.61901 13.80725
H 3.93985 -22.82284 11.87518
H 4.07734 -23.73250 13.33257
H 4.75799 -22.17414 13.30904
H 2.57101 -20.49734 12.25368
H 1.47575 -20.31814 13.63342
H 3.17854 -20.11386 13.83045
H 1.86856 -24.04504 13.90262
C 5.60057 -32.05069 13.53965
N 5.94188 -30.73356 13.96326
C 6.42221 -30.59557 15.27206
C 5.81153 -29.66889 13.07789
O 6.35901 -28.54981 13.21676
H 4.97336 -32.62591 14.22071
H 6.53681 -32.56714 13.75140
H 5.31536 -32.31205 12.52061
H 5.74838 -30.98502 16.03520
H 7.29515 -31.24549 15.33267
H 6.65678 -29.56929 15.55462
H 5.16813 -29.95059 12.23003
*
```

Its LUMO energy is 0.43 eV. Its HOMO energy is -8.8752 eV. The calculation puts the gap between HOMO and LUMO at 9.30 eV. As for the SMILES: CN(C)C=O.CN(C)C=O.CN(C)C=O.CN(C)C=O.CN(C)C=O.CN(C)C=O.CN(C)C=O.CN(C)C=O.

No. 5
Below is a 12-piece molecular cluster, C24H56O20 overall at a distorted geometry, with properties calculated with wB97M-V/def2-TZVPD.

Geometry as ORCA input:
```
! RIJCOSX wB97M-V def2-TZVPD def2/J DEFGRID3
* xyz 0 1
O -3.81503 4.27354 -3.95303
C -4.00426 3.48345 -3.08294
O -5.21885 3.24580 -2.51445
C -5.09928 2.20165 -1.56081
C -3.60085 1.82026 -1.57252
O -3.07637 2.70253 -2.56466
H -5.37934 2.45622 -0.54204
H -5.66211 1.35854 -1.95987
H -3.44769 0.76442 -1.78342
H -3.15524 1.99010 -0.59202
O -0.74501 -0.89550 -7.16016
C -1.02078 -0.89308 -6.01008
O -1.42967 0.19660 -5.31388
C -1.95629 -0.24427 -4.05827
C -1.34431 -1.61453 -3.85990
O -1.01524 -1.99393 -5.19107
H -1.58912 0.48867 -3.34068
H -3.04723 -0.27177 -4.08754
H -2.11509 -2.28569 -3.48497
H -0.45938 -1.60460 -3.22343
O 2.70997 1.62142 -3.49334
C 1.73040 2.28114 -3.45224
O 1.37511 3.10567 -2.41463
C 0.03666 3.51306 -2.63349
C -0.02240 3.57887 -4.19873
O 1.03780 2.69392 -4.54217
H -0.61462 2.71045 -2.28844
H -0.12746 4.49634 -2.20536
H 0.28107 4.58181 -4.48673
H -1.01608 3.22910 -4.45871
O -1.99385 -0.94312 -1.04193
C -0.95083 -0.60072 -0.57187
O -0.09293 0.20090 -1.19661
C 0.81116 0.75489 -0.22521
C 0.83099 -0.34042 0.82088
O -0.45779 -0.94412 0.64383
H 1.68132 1.10967 -0.76910
H 0.36160 1.65531 0.20781
H 0.83934 0.17748 1.77764
H 1.68350 -1.01172 0.73127
C 5.08560 1.93281 -0.33323
C 4.45207 2.03971 1.04375
O 3.64334 0.88130 1.33539
H 5.30519 2.94491 -0.67442
H 4.44769 1.42597 -1.05391
H 6.05030 1.43196 -0.24130
H 3.76400 2.89469 1.05717
H 5.17657 2.13758 1.85658
H 3.45630 0.93254 2.27857
C 3.85825 -2.29394 3.59864
C 3.10880 -3.60192 3.33081
O 1.72766 -3.25375 3.23145
H 4.92694 -2.45313 3.70767
H 3.42936 -1.90722 4.52358
H 3.60521 -1.66130 2.75019
H 3.19730 -4.41121 4.06413
H 3.52499 -4.06007 2.42392
H 1.23944 -3.99946 2.86607
C -4.49265 1.20597 2.82278
C -3.38094 0.46136 2.09111
O -2.13582 1.03085 2.52536
H -4.40396 0.93317 3.87143
H -5.48621 1.03665 2.39770
H -4.40325 2.28791 2.71206
H -3.39828 0.50576 0.99465
H -3.35712 -0.61564 2.26873
H -1.62002 0.30412 2.92275
C -2.65881 -3.88518 2.82938
C -2.84016 -4.01851 1.32848
O -1.90522 -4.93641 0.75576
H -2.93212 -4.75983 3.42510
H -3.18197 -3.01744 3.22512
H -1.58944 -3.76996 3.03531
H -2.73772 -3.03350 0.87051
H -3.81650 -4.43364 1.04985
H -2.03082 -5.77435 1.21161
C 0.76227 2.41362 3.83807
C 1.42428 3.51235 3.05148
O 2.06293 4.45811 3.92158
H 0.18451 2.71102 4.71201
H 1.48012 1.68603 4.23113
H 0.10523 1.84460 3.17468
H 0.67628 4.05465 2.46029
H 2.11632 3.15390 2.29034
H 1.37865 5.06006 4.22375
C 3.34883 -1.30501 -2.33520
C 3.20154 -2.70029 -1.71675
O 2.19785 -3.41740 -2.39026
H 4.19631 -0.75283 -1.91034
H 2.46232 -0.71553 -2.08995
H 3.54728 -1.36900 -3.40183
H 2.98019 -2.61791 -0.64255
H 4.13181 -3.24849 -1.90375
H 1.33171 -3.25441 -1.98270
O -0.43740 -0.99603 3.73044
H -0.80948 -1.38343 4.53148
H -0.13730 -1.75248 3.20771
O -0.06268 -3.56522 -0.82007
H -1.00493 -3.73847 -0.69260
H 0.31356 -3.62692 0.06317
*
```

Its LUMO energy is -0.11 eV. Its HOMO energy is -9.4704 eV. The calculation puts the gap between HOMO and LUMO at 9.36 eV. As for the SMILES: O=C1OCCO1.O=C1OCCO1.O=C1OCCO1.O=C1OCCO1.CCO.CCO.CCO.CCO.CCO.CCO.O.O.

Number 1: E -946.9688 Ha. Number 2: E -4012.6831 Ha. Number 3: E -1987.9235 Ha. Number 4: E -1987.8729 Ha. Number 5: E -2452.8213 Ha.